ORCA calculation (ωB97M-V/def2-TZVPD) on a 2-piece molecular cluster, C11H14N2O overall.

For the frontier orbital gap, the calculation gives 8.93 eV. The calculation puts the HOMO energy at -8.282 eV. The relative energy (zero: lowest compared OMol25 entry of this formula, charge and spin) comes out at 1.704 eV. Its SMILES is Cc1ccc(O)cc1.Cc1c[nH]cn1.

Each line ends with the Löwdin charge.
CARTESIAN COORDINATES (ANGSTROEM)
C1 -1.400 2.681 1.376  -0.036
C2 -2.232 1.429 1.471  -0.371
C3 -3.212 -0.325 0.714  -0.229
C4 -2.359 0.576 2.527  -0.069
N1 -2.835 0.881 0.374  0.094
N2 -2.902 -0.587 2.005  0.036
H1 -3.742 -0.948 0.012  0.115
H2 -0.921 2.926 2.316  0.071
H3 -2.052 3.486 1.027  0.075
H4 -2.700 -1.501 2.375  0.144
H5 -2.055 0.607 3.557  0.109
H6 -0.717 2.483 0.553  0.072
C5 3.740 0.304 -0.244  -0.062
C6 0.201 -1.372 -1.910  -0.321
C7 0.215 -1.085 -0.571  -0.022
C8 1.362 -1.326 -2.685  -0.007
C9 1.344 -0.444 -0.038  -0.044
C10 2.530 -0.934 -2.063  -0.046
C11 2.494 -0.338 -0.795  -0.292
O1 -0.922 -1.817 -2.570  0.038
H7 -1.552 -2.150 -1.926  0.094
H8 -0.650 -1.157 0.076  0.091
H9 1.315 -1.608 -3.725  0.117
H10 1.287 0.065 0.913  0.112
H11 3.487 -1.219 -2.474  0.109
H12 3.641 1.386 -0.143  0.079
H13 4.596 0.081 -0.882  0.070
H14 4.040 -0.095 0.729  0.076

Forces on atoms 1 to 2 (eV/Å):
C -1.461 -0.404 -0.675
C 0.267 0.270 0.819

---

ORCA calculation (ωB97M-V/def2-TZVPD) on an isolated ion of composition C5H13N2O and charge -1.

Its net charge is -1. For the frontier orbital gap, the calculation gives 6.21 eV. The calculation puts the HOMO energy at -2.354 eV. The relative energy (zero: lowest compared OMol25 entry of this formula, charge and spin) comes out at 3.135 eV. Its SMILES is CN[C@H](CN)CC[O-].

Each line ends with the Löwdin charge.
CARTESIAN COORDINATES (ANGSTROEM)
C1 -2.311 -1.518 0.415  -0.234
N1 -1.730 -0.192 0.384  -0.104
C2 -0.308 -0.158 0.012  -0.382
C3 -0.079 0.252 -1.480  -0.175
C4 1.469 -0.075 -1.879  -0.503
O1 2.197 0.791 -1.187  -0.361
C5 0.626 0.752 0.936  -0.159
N2 0.315 0.477 2.482  -0.019
H1 -3.067 -1.744 -0.413  0.063
H2 -1.691 -2.512 0.264  0.085
H3 -2.751 -1.933 1.351  0.052
H4 -1.921 0.052 1.454  0.128
H5 0.215 -1.212 -0.019  0.138
H6 -0.808 -0.264 -2.129  0.077
H7 -0.343 1.322 -1.624  0.097
H8 1.386 0.075 -2.944  0.050
H9 1.677 -1.161 -1.617  0.082
H10 0.390 1.847 0.872  0.103
H11 1.581 0.683 0.462  0.036
H12 0.543 1.332 3.096  0.074
H13 0.729 -0.325 2.665  -0.050

Forces on atoms 1 to 2 (eV/Å):
C -0.805 -4.147 -1.710
N -0.751 -0.564 3.757

---

ORCA calculation (ωB97M-V/def2-TZVPD) on C28H49BN5O5P3RuTe as an isolated structure.

Its net charge is +1. For the frontier orbital gap (alpha / beta), the calculation gives 5.21 / 5.21 eV. The calculation puts the HOMO energy (alpha / beta) at -9.967 / -9.830 eV. The relative energy (zero: lowest compared OMol25 entry of this formula, charge and spin) comes out at 6.369 eV. The spin multiplicity is 2.

Each line ends with the Löwdin spin population.
CARTESIAN COORDINATES (ANGSTROEM)
Ru1 -0.679 -0.063 -0.346  0.842
C1 -3.163 1.163 2.643  -0.003
P1 -2.719 0.727 0.923  -0.016
C2 -3.381 2.191 0.024  0.000
C3 -4.035 -0.509 0.553  -0.002
C4 -4.016 -0.932 -0.908  0.006
P2 -2.341 -1.551 -1.361  0.036
C5 -2.624 -2.140 -3.066  0.011
C6 -2.327 -3.133 -0.444  0.003
H1 -3.241 0.244 3.218  0.000
H2 -4.114 1.693 2.640  -0.001
H3 -2.391 1.792 3.088  0.000
H4 -4.441 2.330 0.238  0.000
H5 -3.236 2.065 -1.050  0.001
H6 -2.838 3.078 0.354  0.000
H7 -5.002 -0.085 0.834  -0.001
H8 -3.830 -1.360 1.206  0.000
H9 -4.271 -0.094 -1.561  0.000
H10 -4.736 -1.734 -1.087  0.001
H11 -2.747 -1.286 -3.732  0.000
H12 -3.516 -2.765 -3.100  0.002
H13 -1.760 -2.724 -3.384  0.000
H14 -3.300 -3.619 -0.517  0.001
H15 -2.081 -2.944 0.601  0.001
H16 -1.567 -3.783 -0.875  0.000
C7 -1.615 0.434 -6.725  0.001
Te1 -1.660 1.231 -4.732  0.002
C8 0.005 0.053 -4.058  0.002
H17 -0.653 0.649 -7.181  0.000
H18 -2.401 0.920 -7.296  0.000
H19 -1.789 -0.639 -6.710  0.000
H20 -0.082 -0.965 -4.430  0.000
H21 0.001 0.034 -2.963  0.002
H22 0.941 0.482 -4.409  0.000
O1 1.667 -3.395 -1.955  0.006
B1 1.206 -2.186 -1.508  0.034
O2 0.681 -2.303 -0.245  0.016
C9 0.835 -3.626 0.142  0.002
C10 0.486 -4.268 1.309  0.000
C11 0.728 -5.637 1.358  0.000
C12 1.316 -6.311 0.292  0.000
C13 1.692 -5.648 -0.871  0.000
C14 1.435 -4.295 -0.921  0.002
H23 0.040 -3.741 2.140  0.000
H24 0.445 -6.190 2.243  0.000
H25 1.482 -7.377 0.368  0.000
H26 2.159 -6.163 -1.699  0.000
C15 3.424 -2.433 2.272  0.000
C16 3.595 -1.005 2.780  0.001
C17 2.253 -0.296 3.050  0.000
C18 2.529 1.108 3.641  0.000
C19 1.266 1.829 4.111  0.000
C20 1.471 -1.087 4.083  0.000
O3 1.930 -1.404 5.150  0.000
N1 0.167 -1.420 3.757  0.000
C21 -0.502 -1.066 2.602  -0.001
O4 -1.688 -1.349 2.463  0.001
N2 0.206 -0.428 1.641  0.008
C22 1.515 -0.094 1.734  0.007
O5 2.081 0.427 0.778  0.019
H27 4.398 -2.884 2.088  0.000
H28 2.863 -2.449 1.337  0.000
H29 2.901 -3.052 3.002  0.000
H30 4.141 -0.414 2.043  0.000
H31 4.162 -1.012 3.711  0.000
H32 3.049 1.690 2.877  0.000
H33 3.215 0.989 4.480  0.000
H34 0.484 1.809 3.347  0.000
H35 1.489 2.870 4.342  0.000
H36 0.866 1.361 5.011  0.000
H37 -0.366 -1.925 4.452  0.000
C23 0.450 5.166 -0.460  0.000
N3 1.359 4.366 0.347  0.004
C24 2.636 4.223 -0.345  0.000
N4 2.472 3.657 -1.680  -0.001
C25 1.540 4.468 -2.452  0.000
N5 0.250 4.590 -1.783  0.003
C26 -0.454 3.329 -1.745  0.003
P3 0.471 1.986 -0.781  0.003
C27 0.801 3.086 0.712  0.005
C28 2.119 2.258 -1.648  0.000
H38 0.875 6.163 -0.587  0.000
H39 -0.511 5.248 0.052  0.000
H40 3.285 3.566 0.237  0.000
H41 3.100 5.206 -0.438  0.000
H42 1.396 4.016 -3.435  0.000
H43 1.963 5.467 -2.574  0.000
H44 -0.610 2.982 -2.769  0.000
H45 -1.432 3.477 -1.282  0.000
H46 1.495 2.568 1.370  0.000
H47 -0.146 3.233 1.242  0.000
H48 2.051 1.869 -2.666  0.000
H49 2.876 1.692 -1.105  0.000

Forces on atoms 1 to 2 (eV/Å):
Ru 0.849 -1.251 1.967
C 0.703 -0.135 -0.024

---

ORCA calculation (ωB97M-V/def2-TZVPD) on one molecule with the formula C21H23NO5.

For the frontier orbital gap, the calculation gives 8.18 eV. The calculation puts the HOMO energy at -8.362 eV. The relative energy (zero: lowest compared OMol25 entry of this formula, charge and spin) comes out at 16.879 eV. Its SMILES is COc1ccc(C(C)=O)cc1COC(=O)CNC(=O)c1cc(C)cc(C)c1.

Each line ends with the Löwdin charge.
CARTESIAN COORDINATES (ANGSTROEM)
C1 -0.339 -0.786 -2.767  -0.024
H1 0.001 -0.605 -3.712  0.055
O1 0.753 -1.067 -1.883  -0.044
C2 0.476 -1.397 -0.699  -0.242
C3 -0.942 -1.628 -0.258  0.057
C4 -0.881 -1.968 1.111  -0.060
C5 0.269 -2.080 1.947  -0.138
C6 1.512 -2.122 1.253  0.036
C7 1.684 -1.639 -0.047  -0.182
C8 2.984 -1.321 -0.505  -0.114
H2 3.402 -1.955 -1.480  0.184
H3 3.904 -1.602 0.049  0.142
O2 2.905 0.084 -0.905  -0.013
C9 3.568 0.399 -2.030  -0.322
O3 3.879 -0.363 -3.000  0.035
C10 3.220 2.053 -2.235  0.070
N1 1.653 2.232 -1.876  0.107
C11 1.432 2.558 -0.629  -0.635
O4 2.239 2.796 0.165  0.146
C12 0.110 2.216 -0.262  -0.057
C13 -0.277 1.650 0.866  -0.104
C14 -1.358 1.436 1.344  -0.332
C15 -2.441 1.431 0.431  0.002
C16 -2.188 2.063 -0.812  -0.168
C17 -0.978 2.045 -1.397  -0.004
H4 -0.844 2.627 -2.161  0.048
C18 -3.615 2.200 -1.841  0.050
H5 -2.976 2.127 -2.857  0.118
H6 -4.068 1.374 -1.817  -0.042
H7 -4.067 3.025 -1.504  0.014
H8 -3.503 1.082 0.648  0.144
C19 -1.884 0.786 2.611  -0.036
H9 -2.702 0.214 2.784  0.027
H10 -2.064 1.753 3.356  0.150
H11 -1.034 0.299 3.070  0.057
H12 0.736 1.480 1.714  0.236
H13 1.059 1.432 -2.550  0.233
H14 3.508 2.366 -3.121  0.050
H15 3.815 2.513 -1.571  0.059
H16 2.592 -2.161 1.943  0.198
C20 0.198 -2.705 3.466  -0.261
O5 1.440 -2.760 4.008  -0.040
C21 -1.127 -3.022 3.813  -0.067
H17 -1.720 -3.756 3.240  0.116
H18 -0.962 -3.510 4.754  0.090
H19 -1.869 -2.286 3.990  0.085
H20 -1.941 -2.221 1.595  0.141
H21 -1.769 -1.407 -0.630  0.016
H22 -0.841 -1.901 -3.018  0.183
H23 -0.947 0.019 -2.590  0.038

Forces on atoms 1 to 2 (eV/Å):
C 0.159 -6.225 -0.280
H 1.925 0.616 -2.434

---

ORCA calculation (ωB97M-V/def2-TZVPD) on C40H40NP2PdSi2Te as an isolated structure.

Its net charge is +1. For the frontier orbital gap (alpha / beta), the calculation gives 6.40 / 6.32 eV. The calculation puts the HOMO energy (alpha / beta) at -8.782 / -11.279 eV. The spin multiplicity is 5.

Each line ends with the Löwdin spin population.
CARTESIAN COORDINATES (ANGSTROEM)
Pd1 -0.539 -0.473 1.153  0.936
C1 -3.397 -3.090 1.042  0.068
Si1 -1.606 -2.718 1.452  0.426
C2 -0.448 -3.985 0.685  0.081
C3 -1.346 -2.756 3.333  0.089
C4 -1.809 -3.937 3.924  0.016
C5 -1.694 -4.170 5.283  0.005
C6 -1.112 -3.207 6.092  0.003
C7 -0.654 -2.031 5.525  0.012
C8 -0.751 -1.782 4.154  0.076
Si2 -0.118 -0.099 3.555  0.352
C9 -1.223 1.262 4.241  0.061
C10 1.654 0.191 4.122  0.061
H1 -3.607 -4.139 1.268  0.012
H2 -3.600 -2.940 -0.018  0.002
H3 -4.083 -2.475 1.622  0.000
H4 -0.561 -4.894 1.284  0.014
H5 0.600 -3.691 0.731  0.003
H6 -0.704 -4.208 -0.350  0.000
H7 -2.279 -4.704 3.317  0.001
H8 -2.062 -5.093 5.711  0.001
H9 -1.018 -3.372 7.157  0.000
H10 -0.208 -1.286 6.175  0.001
H11 -0.961 1.460 5.283  0.011
H12 -2.272 0.967 4.212  0.000
H13 -1.118 2.201 3.695  0.002
H14 1.733 0.109 5.208  0.011
H15 1.981 1.198 3.852  0.000
H16 2.347 -0.528 3.685  0.001
Te1 1.619 2.819 -2.011  0.236
C11 1.771 1.680 -3.779  0.037
C12 0.810 1.850 -4.765  0.009
C13 0.865 1.034 -5.887  0.002
N1 1.780 0.092 -6.069  -0.001
C14 2.706 -0.046 -5.130  0.000
C15 2.756 0.724 -3.976  0.004
C16 0.607 1.410 -0.947  0.514
P1 -0.782 1.771 0.124  0.240
C17 -2.207 1.626 -1.005  0.063
C18 -2.240 2.349 -2.201  0.014
C19 -3.243 2.123 -3.127  0.004
C20 -4.219 1.165 -2.872  0.008
C21 -4.204 0.458 -1.680  0.003
C22 -3.203 0.693 -0.746  0.028
C23 -0.666 3.512 0.573  0.031
C24 0.498 3.931 1.225  0.013
C25 0.640 5.252 1.613  -0.001
C26 -0.388 6.155 1.371  0.013
C27 -1.558 5.735 0.756  0.000
C28 -1.707 4.413 0.365  0.014
P2 1.063 -0.277 -0.531  0.276
C29 2.837 -0.297 -0.193  0.046
C30 3.237 0.379 0.958  0.018
C31 4.581 0.502 1.267  0.000
C32 5.536 -0.055 0.429  0.012
C33 5.144 -0.745 -0.708  0.003
C34 3.798 -0.872 -1.020  0.014
C35 0.701 -1.316 -1.963  0.045
C36 1.243 -2.596 -2.078  0.020
C37 0.879 -3.413 -3.136  -0.001
C38 -0.044 -2.970 -4.072  0.021
C39 -0.606 -1.707 -3.948  -0.001
C40 -0.239 -0.883 -2.899  0.029
H17 0.024 2.588 -4.674  0.002
H18 0.128 1.146 -6.674  0.000
H19 3.453 -0.813 -5.301  0.000
H20 3.551 0.577 -3.258  0.002
H21 -1.469 3.080 -2.412  0.002
H22 -3.264 2.687 -4.050  0.000
H23 -4.996 0.978 -3.602  0.000
H24 -4.969 -0.277 -1.473  0.000
H25 -3.225 0.172 0.208  0.016
H26 1.295 3.223 1.428  0.001
H27 1.545 5.576 2.109  0.000
H28 -0.280 7.187 1.675  0.001
H29 -2.360 6.438 0.579  0.000
H30 -2.627 4.092 -0.106  0.001
H31 2.490 0.808 1.616  0.007
H32 4.882 1.023 2.166  0.000
H33 6.587 0.043 0.666  0.001
H34 5.886 -1.186 -1.359  0.000
H35 3.506 -1.419 -1.905  0.001
H36 1.947 -2.965 -1.343  0.000
H37 1.315 -4.398 -3.228  0.000
H38 -0.328 -3.611 -4.895  0.001
H39 -1.327 -1.359 -4.675  0.000
H40 -0.671 0.106 -2.821  0.005

Forces on atoms 1 to 2 (eV/Å):
Pd 0.296 0.633 0.032
C 0.168 0.019 -0.082

---

ORCA calculation (ωB97M-V/def2-TZVPD) on C15H11Cl5N3O6Re as an isolated structure.

For the frontier orbital gap (alpha / beta), the calculation gives 6.32 / 6.32 eV. The calculation puts the HOMO energy (alpha / beta) at -8.439 / -8.439 eV. The relative energy (zero: lowest compared OMol25 entry of this formula, charge and spin) comes out at 20.767 eV.

Each line ends with the Löwdin charge.
CARTESIAN COORDINATES (ANGSTROEM)
Re1 -1.104 1.198 1.301  1.737
N1 -1.288 2.897 2.641  -0.083
C1 -0.633 2.606 3.944  -0.115
C2 0.444 1.570 3.755  -0.508
O1 1.442 1.555 4.439  0.091
N2 0.124 0.652 2.771  -0.129
C3 1.216 -0.195 2.365  -0.112
C4 1.734 0.411 1.045  -0.662
O2 2.602 -0.210 0.414  0.027
O3 1.197 1.514 0.719  -0.096
H1 -0.888 3.742 2.237  0.120
H2 -2.278 3.077 2.818  0.101
H3 -1.383 2.178 4.609  0.135
H4 -0.212 3.497 4.402  0.131
H5 0.930 -1.233 2.201  0.125
H6 2.037 -0.143 3.078  0.129
Cl1 -2.969 3.042 -2.255  0.631
C5 -1.713 1.841 -2.396  -0.719
C6 -0.993 1.494 -1.319  -0.095
C7 -0.089 0.366 -1.740  -0.474
Cl2 0.073 -0.952 -0.960  0.982
C8 0.690 0.289 -3.063  -0.661
Cl3 2.310 0.916 -3.130  0.738
C9 -0.309 0.640 -4.074  -0.713
Cl4 0.102 0.321 -5.728  0.668
C10 -1.445 1.299 -3.741  -0.680
Cl5 -2.571 1.682 -4.987  0.684
O4 -0.635 -0.234 0.214  -0.643
N3 -0.303 -2.413 -0.668  -0.134
C11 -0.517 -3.634 -0.436  -0.057
C12 0.754 -4.339 -0.696  -0.051
C13 1.644 -3.824 -1.586  -0.026
C14 1.630 -2.601 -2.480  -0.012
C15 1.001 -1.458 -2.210  -0.203
H7 -1.487 -4.060 -0.197  0.131
H8 0.950 -5.308 -0.252  0.101
H9 2.509 -4.453 -1.767  0.106
H10 2.311 -2.622 -3.322  0.120
H11 1.250 -0.715 -0.396  0.092
O5 -2.660 0.544 1.719  -0.412
O6 -3.473 1.064 2.732  -0.264

Forces on atoms 1 to 2 (eV/Å):
Re 1.478 0.647 -1.679
N 0.317 0.215 -0.082

---

| no. | total energy (Ha) |
| --- | --- |
| 1 | -612.288140 |
| 2 | -382.948670 |
| 3 | -3157.969091 |
| 4 | -1244.444519 |
| 5 | -3260.323008 |
| 6 | -3572.286210 |